1.
{"formula": "C23H40MnP", "method": "ωB97M-V/def2-TZVPD", "spin_multiplicity": 4, "max_force_ha_per_bohr": 0.0306, "s_squared": 3.832, "total_charge": 1, "homo_ev": [-10.0, -10.6], "symbols": ["C", "C", "C", "C", "H", "H", "H", "H", "H", "H", "H", "H", "H", "C", "C", "C", "H", "C", "C", "H", "H", "H", "H", "C", "C", "C", "H", "C", "C", "H", "H", "H", "H", "Mn", "C", "C", "C", "P", "C", "C", "C", "C", "C", "C", "H", "H", "H", "H", "H", "H", "H", "H", "H", "H", "H", "H", "H", "H", "H", "H", "H", "H", "H", "H", "H"], "xyz": [[-0.352, 0.623, -4.096], [0.210, 1.981, -4.044], [0.429, -0.429, -4.777], [-1.815, 0.494, -4.088], [0.345, -0.347, -5.874], [0.085, -1.434, -4.507], [1.498, -0.351, -4.552], [0.166, 2.477, -5.030], [1.265, 1.973, -3.749], [-0.355, 2.612, -3.347], [-2.239, 0.670, -5.093], [-2.268, 1.233, -3.417], [-2.133, -0.509, -3.789], [2.046, -0.147, 0.645], [2.153, -0.895, -0.573], [1.722, -0.052, -1.655], [2.573, -1.895, -0.677], [1.351, 1.236, -1.101], [1.568, 1.176, 0.317], [1.496, 2.025, 0.995], [2.374, -0.473, 1.631], [1.780, -0.291, -2.708], [1.057, 2.125, -1.655], [-1.823, -0.858, 0.356], [-0.871, -1.884, 0.699], [-0.271, -2.356, -0.516], [-0.728, -2.301, 1.693], [-0.834, -1.607, -1.616], [-1.794, -0.670, -1.067], [-2.458, -0.016, -1.630], [-2.538, -0.395, 1.035], [0.419, -3.195, -0.605], [-0.664, -1.794, -2.672], [0.148, -0.309, -0.336], [-0.310, -1.235, 4.545], [-1.345, -0.292, 3.918], [-2.344, 0.237, 4.948], [-0.529, 1.006, 2.841], [-1.924, 2.130, 2.304], [-2.270, 3.260, 3.276], [-1.679, 2.696, 0.898], [0.643, 1.993, 3.920], [0.168, 2.349, 5.329], [2.012, 1.300, 3.985], [0.241, -0.752, 5.361], [0.405, -1.615, 3.805], [-0.835, -2.101, 4.972], [-1.920, -0.875, 3.174], [-1.861, 0.853, 5.717], [-3.157, 0.810, 4.486], [-2.797, -0.625, 5.458], [-2.788, 1.444, 2.251], [-1.421, 3.938, 3.436], [-3.082, 3.848, 2.825], [-2.637, 2.896, 4.242], [-1.711, 1.916, 0.128], [-2.474, 3.418, 0.671], [-0.714, 3.215, 0.827], [0.757, 2.934, 3.351], [0.109, 1.468, 5.982], [0.916, 3.025, 5.772], [-0.787, 2.885, 5.344], [2.498, 1.266, 3.004], [2.667, 1.858, 4.668], [1.928, 0.272, 4.366]], "atomic_forces_ev_per_a": [[0.14, -0.04, -0.18], [0.19, 0.53, 0.04], [0.24, -0.29, -0.21], [-0.62, -0.02, 0.01], [-0.02, -0.04, 0.12], [0.09, 0.06, -0.17], [-0.07, -0.06, -0.19], [0.00, -0.04, 0.11], [-0.04, 0.09, -0.13], [0.12, 0.02, -0.12], [0.01, -0.01, 0.11], [-0.07, -0.10, -0.14], [-0.11, 0.07, -0.13], [0.09, 0.91, -0.39], [0.14, 0.85, -0.09], [0.35, 0.82, 0.42], [-0.37, 0.32, 0.07], [1.03, -0.39, 0.68], [0.92, -0.40, -0.77], [-0.28, -0.50, -0.20], [-0.44, 0.01, -0.33], [-0.27, -0.04, 0.35], [-0.09, -0.43, 0.24], [-0.01, -0.98, -0.69], [-0.85, 0.31, -0.49], [-0.83, 0.32, -0.19], [0.19, 0.32, -0.28], [-0.89, -0.04, 0.57], [-0.14, -1.09, 0.57], [0.44, -0.12, 0.24], [0.52, 0.09, -0.20], [-0.12, 0.48, 0.05], [0.15, 0.23, 0.39], [0.84, -1.14, 0.68], [-0.23, -0.11, 0.09], [-0.10, 0.52, -0.28], [-0.11, -0.34, 0.29], [0.25, -0.44, -0.25], [0.04, -0.18, 0.50], [-0.45, 0.20, -0.17], [-0.13, 0.02, 0.06], [-0.46, 0.08, -0.20], [0.26, 0.38, 0.33], [0.04, 0.01, 0.04], [-0.11, -0.11, -0.22], [-0.04, 0.13, 0.12], [0.15, 0.15, -0.03], [0.14, 0.12, 0.24], [-0.22, -0.19, -0.28], [0.21, -0.13, 0.11], [-0.03, 0.21, -0.02], [0.13, 0.24, 0.02], [-0.19, -0.17, -0.02], [0.16, 0.02, 0.20], [0.22, 0.11, -0.24], [0.12, 0.13, 0.15], [0.21, -0.08, -0.06], [-0.17, -0.04, 0.02], [0.03, -0.20, 0.16], [0.00, 0.24, -0.23], [-0.19, -0.17, 0.00], [0.26, -0.29, 0.03], [-0.05, -0.01, 0.20], [-0.09, -0.16, -0.18], [0.07, 0.32, -0.11]]}

2.
{"formula": "C4H13N2", "method": "ωB97M-V/def2-TZVPD", "max_force_ha_per_bohr": 0.0429, "total_charge": 1, "homo_ev": -13.2, "symbols": ["C", "C", "C", "C", "N", "N", "H", "H", "H", "H", "H", "H", "H", "H", "H", "H", "H", "H", "H"], "xyz": [[-0.988, -2.238, -0.529], [0.365, -1.526, -0.774], [0.915, -0.801, 0.470], [0.428, 0.961, 1.958], [0.006, 0.139, 0.954], [-0.484, 2.876, -1.645], [-1.200, -2.795, -1.436], [-0.969, -2.925, 0.316], [-1.696, -1.452, -0.256], [1.083, -2.241, -1.175], [1.877, -0.333, 0.232], [1.021, -1.571, 1.262], [0.671, 0.385, 2.879], [-0.295, 1.723, 2.241], [1.386, 1.422, 1.751], [-1.274, 2.251, -1.680], [0.148, -0.749, -1.502], [-0.488, 3.596, -2.347], [-0.505, 3.277, -0.718]], "atomic_forces_ev_per_a": [[0.98, 0.61, 0.51], [-0.89, -0.16, 0.37], [-0.88, -0.52, -1.95], [-0.59, 1.24, 0.82], [0.33, -0.85, 0.37], [0.46, -0.73, 0.93], [-0.61, 0.15, 0.07], [0.21, -0.21, -0.04], [-0.41, -0.36, -0.49], [0.26, 0.28, 0.13], [0.41, 0.01, 0.69], [0.22, 0.24, 0.36], [0.01, -0.30, -0.24], [-0.18, -0.13, -0.14], [0.78, 0.07, -0.21], [-0.26, 0.21, -0.56], [0.40, 0.01, -0.35], [-0.28, 0.01, -0.10], [0.05, 0.42, -0.16]]}